The following is a DFT calculation (ωB97M-V/def2-TZVPD) of a cluster of 13 separate species, C29H92O37P8 in total in a non-equilibrium geometry.

The geometry in XYZ format:
```
166
C29H92O37P8 (ωB97M-V/def2-TZVPD)
C -5.00 2.36 1.21
O -4.91 1.05 1.66
H -5.22 3.03 2.03
H -4.04 2.54 0.72
H -5.84 2.46 0.52
H -5.59 0.94 2.33
C 2.47 -2.07 -3.66
O 3.02 -3.01 -4.60
H 1.78 -2.60 -3.00
H 3.20 -1.57 -3.01
H 1.86 -1.32 -4.16
H 2.27 -3.32 -5.13
C 3.35 3.86 -1.11
O 3.09 2.65 -0.64
H 2.48 4.49 -1.30
H 4.07 4.44 -0.52
H 3.75 3.70 -2.11
H 2.25 2.32 -0.97
C 4.53 0.64 -3.31
O 5.34 1.50 -4.01
H 3.62 0.35 -3.84
H 5.04 -0.32 -3.36
H 4.38 0.89 -2.26
H 6.23 1.56 -3.66
C -2.19 -4.12 -1.28
O -2.10 -3.18 -0.30
H -1.27 -4.38 -1.79
H -2.68 -4.98 -0.81
H -2.91 -3.67 -1.97
H -2.90 -2.64 -0.28
C 6.12 0.30 0.61
O 7.26 -0.29 0.98
P 7.79 -0.20 2.53
O 6.75 -0.36 3.60
O 8.98 -1.38 2.59
C 10.14 -1.11 3.39
O 8.59 1.26 2.69
C 9.60 1.71 1.77
H 5.70 0.98 1.35
H 5.37 -0.49 0.64
H 5.99 0.87 -0.30
H 9.93 -0.31 4.09
H 10.89 -0.69 2.72
H 10.51 -1.98 3.93
H 10.55 2.05 2.18
H 9.10 2.50 1.21
H 9.95 0.97 1.05
C -3.68 -4.45 -7.74
O -2.67 -4.20 -6.87
P -2.95 -3.28 -5.52
O -1.70 -2.85 -4.77
O -3.80 -2.01 -6.01
C -3.09 -0.86 -6.36
O -4.05 -4.17 -4.75
C -3.86 -5.56 -4.47
H -3.49 -4.17 -8.77
H -4.58 -3.91 -7.45
H -3.90 -5.52 -7.65
H -3.82 -0.11 -6.65
H -2.54 -1.10 -7.28
H -2.50 -0.40 -5.58
H -4.16 -5.59 -3.42
H -2.82 -5.90 -4.56
H -4.45 -6.24 -5.08
C -7.65 -3.78 -4.15
O -8.36 -2.72 -4.72
P -7.62 -1.37 -5.08
O -8.49 -0.21 -5.44
O -6.50 -1.18 -3.83
C -5.71 -0.06 -3.70
O -6.67 -1.84 -6.27
C -7.25 -2.20 -7.59
H -8.29 -4.67 -4.18
H -7.64 -3.58 -3.08
H -6.67 -4.00 -4.57
H -5.98 0.44 -2.77
H -5.89 0.66 -4.49
H -4.66 -0.32 -3.84
H -8.20 -2.74 -7.60
H -6.51 -2.78 -8.13
H -7.49 -1.34 -8.22
C 5.06 -7.49 3.83
O 4.67 -7.26 2.47
P 3.13 -7.04 2.05
O 2.06 -7.70 2.87
O 3.25 -7.35 0.47
C 3.84 -8.55 -0.08
O 3.13 -5.37 1.97
C 1.90 -4.73 1.74
H 4.23 -7.33 4.51
H 5.81 -6.75 4.14
H 5.45 -8.48 4.05
H 3.24 -8.92 -0.92
H 3.93 -9.20 0.79
H 4.83 -8.40 -0.50
H 1.91 -3.95 0.98
H 1.60 -4.28 2.68
H 1.12 -5.41 1.39
C -2.39 3.70 7.41
O -2.02 4.10 6.12
P -2.25 5.64 5.81
O -3.61 6.13 6.24
O -2.08 5.73 4.17
C -3.08 5.11 3.36
O -0.89 6.37 6.37
C -0.83 7.78 6.31
H -2.83 4.35 8.16
H -1.39 3.56 7.83
H -2.99 2.79 7.29
H -3.98 4.84 3.91
H -2.59 4.35 2.74
H -3.33 5.87 2.62
H -1.48 8.22 5.55
H 0.23 7.99 6.18
H -1.21 8.18 7.24
C 0.85 5.70 2.09
O 0.02 5.48 1.05
P -1.12 6.59 0.58
O -1.72 7.37 1.71
O -0.24 7.41 -0.47
C 0.40 8.71 -0.18
O -2.15 5.77 -0.38
C -2.91 6.58 -1.28
H 0.71 4.91 2.82
H 0.76 6.71 2.50
H 1.86 5.42 1.77
H 0.02 9.36 -0.96
H 1.48 8.75 -0.36
H 0.19 9.03 0.84
H -2.25 7.13 -1.94
H -3.64 7.22 -0.77
H -3.59 6.06 -1.95
C -1.24 -0.60 -2.27
O -1.14 -0.03 -1.00
P 0.22 0.67 -0.41
O 0.66 1.84 -1.23
O -0.12 1.10 1.10
C -0.91 2.32 1.36
O 1.20 -0.59 -0.28
C 2.58 -0.49 -0.08
H -0.60 0.01 -2.92
H -2.30 -0.74 -2.50
H -0.84 -1.61 -2.27
H -1.51 2.69 0.53
H -0.27 3.08 1.80
H -1.72 2.08 2.05
H 2.81 -0.16 0.93
H 3.04 0.15 -0.84
H 2.94 -1.50 -0.24
C 0.88 -2.38 6.51
O 1.44 -2.06 5.24
P 0.76 -1.04 4.19
O 1.58 -0.75 2.97
O -0.70 -1.59 3.93
C -1.08 -2.01 2.56
O 0.59 0.28 5.15
C 0.19 1.52 4.59
H 1.69 -2.46 7.23
H 0.55 -3.42 6.39
H 0.07 -1.73 6.85
H -1.18 -3.09 2.52
H -0.53 -1.53 1.75
H -2.07 -1.58 2.42
H 0.97 2.28 4.55
H -0.65 1.91 5.16
H -0.10 1.29 3.57
```

Results
Multiplicity: 2
Orbital gap (spin up / spin down) in eV: 1.197 / 9.377
Largest force on an atom in eV/A: 5.71
HOMO (spin up / spin down) in Ha: 0.0200 / -0.2811
<S²>: 0.75
Charge: -1

Results of the Löwdin charge analysis, in e, for atoms 1 through 2: -0.21, -0.14

***

The following is a DFT calculation (ωB97M-V/def2-TZVPD) of a cluster of 15 separate species, C29H93N5O15 in total in a non-equilibrium geometry.

The geometry in XYZ format:
```
142
C29H93N5O15 (ωB97M-V/def2-TZVPD)
C -38.22 27.67 -5.69
C -38.37 26.55 -4.72
C -37.24 25.60 -4.64
O -38.57 27.02 -3.43
H -39.00 28.40 -5.88
H -37.93 27.25 -6.65
H -37.32 28.24 -5.48
H -39.21 25.93 -5.03
H -36.30 26.11 -4.84
H -37.56 24.94 -5.44
H -37.21 25.02 -3.72
H -37.78 27.24 -2.94
C -32.52 26.67 -10.02
C -33.80 26.00 -10.73
C -33.71 24.53 -11.07
O -34.90 26.08 -9.80
H -32.75 27.69 -9.70
H -31.61 26.82 -10.59
H -32.30 26.10 -9.12
H -34.20 26.63 -11.53
H -34.45 24.31 -11.84
H -33.79 23.80 -10.26
H -32.73 24.30 -11.50
H -35.41 25.29 -10.00
C -30.65 19.23 -6.55
C -30.86 20.60 -7.17
C -29.57 21.23 -7.58
O -31.60 20.39 -8.35
H -29.91 18.67 -7.11
H -31.61 18.71 -6.48
H -30.14 19.22 -5.59
H -31.41 21.34 -6.57
H -29.85 22.27 -7.67
H -29.18 20.85 -8.52
H -28.83 21.12 -6.78
H -32.54 20.46 -8.16
O -33.06 30.51 -7.43
H -33.71 29.81 -7.51
H -33.55 31.31 -7.59
O -31.65 31.82 -5.41
H -32.40 31.35 -5.79
H -30.90 31.53 -5.92
O -33.12 26.50 -1.13
H -32.47 27.20 -1.24
H -33.61 26.50 -1.95
O -34.88 28.44 -7.97
H -35.80 28.31 -8.23
H -34.46 27.61 -8.18
O -29.08 28.35 -1.68
H -28.81 27.60 -1.14
H -29.90 28.64 -1.28
O -31.20 29.51 -0.55
H -31.79 30.21 -0.82
H -31.22 29.54 0.41
O -32.87 31.57 -1.66
H -33.49 32.14 -2.12
H -33.42 30.91 -1.23
C -35.14 22.97 -6.61
C -34.76 21.99 -5.51
C -35.49 22.25 -4.17
O -35.18 21.31 -3.19
C -34.12 21.73 -2.33
N -35.07 20.70 -6.04
H -35.10 23.97 -6.16
H -36.14 22.61 -6.85
H -34.42 22.94 -7.42
H -33.68 22.14 -5.43
H -36.58 22.26 -4.24
H -35.29 23.26 -3.83
H -34.49 22.54 -1.69
H -33.25 22.11 -2.86
H -33.82 20.85 -1.76
H -36.05 20.84 -6.26
H -35.22 20.17 -5.19
C -32.42 28.91 -3.80
C -33.14 27.75 -4.57
C -32.22 26.58 -5.07
O -32.94 25.69 -5.94
C -32.16 24.75 -6.59
N -34.11 27.25 -3.61
H -31.72 29.38 -4.49
H -31.95 28.60 -2.86
H -32.99 29.79 -3.53
H -33.58 28.18 -5.47
H -32.00 26.02 -4.16
H -31.31 26.83 -5.62
H -31.48 25.42 -7.11
H -32.73 24.13 -7.28
H -31.61 24.10 -5.90
H -34.90 27.84 -3.41
H -34.40 26.48 -4.19
C -30.90 23.62 -2.62
C -29.75 22.64 -3.00
C -30.16 21.18 -3.30
O -30.86 20.58 -2.15
C -31.05 19.20 -2.25
N -29.02 23.12 -4.16
H -30.59 24.61 -2.27
H -31.53 23.13 -1.87
H -31.55 23.82 -3.46
H -29.04 22.58 -2.17
H -29.22 20.64 -3.42
H -30.79 21.15 -4.19
H -31.67 18.81 -1.44
H -30.06 18.76 -2.09
H -31.31 18.83 -3.24
H -28.68 24.07 -4.05
H -28.19 22.62 -4.43
C -37.71 29.55 -1.33
C -36.34 28.89 -1.32
C -35.63 29.28 0.01
O -35.11 30.60 -0.09
C -35.73 31.64 0.58
N -36.53 27.46 -1.30
H -38.14 29.41 -2.32
H -37.69 30.61 -1.09
H -38.55 29.00 -0.91
H -35.71 29.19 -2.16
H -34.81 28.58 0.18
H -36.30 29.17 0.86
H -36.80 31.78 0.43
H -35.23 32.60 0.39
H -35.53 31.46 1.64
H -37.14 27.18 -0.54
H -35.68 26.93 -1.14
C -35.87 32.14 -3.26
C -35.82 33.52 -3.90
C -34.44 34.16 -4.31
O -33.58 34.46 -3.22
C -33.99 35.65 -2.47
N -36.56 33.50 -5.13
H -36.87 31.73 -3.08
H -35.54 32.31 -2.24
H -35.35 31.36 -3.81
H -36.31 34.19 -3.19
H -34.57 35.01 -4.99
H -33.96 33.47 -5.00
H -33.39 36.01 -1.63
H -35.02 35.46 -2.17
H -34.01 36.54 -3.09
H -37.55 33.35 -4.98
H -36.26 32.64 -5.57
```

Results
Orbital gap in eV: 9.595
Largest force on an atom in eV/A: 2.95
HOMO in Ha: -0.3412

Results of the Löwdin charge analysis, in e, for atoms 1 through 2: -0.05, -0.55